A.
Entry from OMol25: C3H2AgO3 as an isolated structure (ωB97M-V with the def2-TZVPD basis set).

* expectation value of S²: 0.754

```
! RIJCOSX wB97M-V def2-TZVPD def2/J DEFGRID3
* xyz 0 2
O -2.14 1.32 1.69
C -1.60 0.34 1.85
O 1.67 -0.20 0.85
C 1.46 0.36 -0.18
C 0.31 0.05 -1.18
O -0.44 -1.00 -0.85
H -0.19 1.04 -1.28
Ag -0.11 -1.86 1.15
H 1.05 -0.04 -2.05
*
```

---

B.
Entry from OMol25: C3H2AgO3 as an isolated structure (ωB97M-V with the def2-TZVPD basis set).

* expectation value of S²: 0.751

```
! RIJCOSX wB97M-V def2-TZVPD def2/J DEFGRID3
* xyz 0 2
H 0.67 -1.00 0.27
C 0.78 -0.61 -1.60
O 1.62 -0.93 -0.75
O 0.55 0.30 -2.31
C -1.80 0.80 1.16
C -1.27 0.07 0.36
O -0.62 -0.84 -0.31
H -2.27 1.56 1.77
Ag 2.35 0.66 1.42
*
```

---

The structure with the least stability is B.

---

A.
Entry from OMol25: an isolated ion of composition CH4NO2 and charge +1 (ωB97M-V with the def2-TZVPD basis set).

```
! RIJCOSX wB97M-V def2-TZVPD def2/J DEFGRID3
* xyz 1 1
C -0.58 -0.37 0.15
N 0.47 0.47 -0.11
O 1.46 2.44 -0.54
O 0.34 1.68 -0.34
H -1.59 0.05 0.13
H -0.47 -1.23 -0.54
H -0.32 -0.86 1.11
H 2.37 2.04 -0.36
*
```

---

B.
Entry from OMol25: a 2-piece molecular cluster, CH4NO2 overall (ωB97M-V with the def2-TZVPD basis set).

```
! RIJCOSX wB97M-V def2-TZVPD def2/J DEFGRID3
* xyz 1 1
C 0.33 -2.03 0.25
N -0.33 -1.22 -0.15
O -0.62 1.32 -0.54
O 0.43 1.07 0.41
H -0.80 -0.36 -0.23
H 0.86 -2.86 0.33
H 1.11 1.80 0.28
H -0.99 2.29 -0.36
*
```

---

The structure with the least stability is A.

---

A.
Entry from OMol25: an isolated ion of composition C8H11N2 and charge +1 (ωB97M-V with the def2-TZVPD basis set).

```
! RIJCOSX wB97M-V def2-TZVPD def2/J DEFGRID3
* xyz 1 1
C 0.56 0.16 -3.27
C -0.40 -0.32 -2.26
C 1.61 0.62 -2.60
C 0.14 -0.13 -1.00
C 2.22 1.02 -0.40
C -0.13 -0.46 0.43
C -1.67 -0.35 0.33
C 0.29 0.39 2.67
N 1.40 0.47 -1.21
N 0.01 0.60 1.35
H 0.47 0.15 -4.29
H -1.43 -0.70 -2.43
H 2.44 1.05 -3.09
H 3.12 1.56 -0.65
H 0.22 -1.43 0.61
H -2.04 -1.17 -0.35
H -1.99 0.57 0.03
H -2.29 -0.68 1.23
H 0.43 -0.57 2.97
H -0.52 1.15 3.22
H 1.19 0.83 3.01
*
```

---

B.
Entry from OMol25: an isolated ion of composition C8H11N2 and charge +1 (ωB97M-V with the def2-TZVPD basis set).

```
! RIJCOSX wB97M-V def2-TZVPD def2/J DEFGRID3
* xyz 1 1
C 1.31 0.43 2.24
C 2.07 -0.17 1.17
C 0.12 0.94 2.02
C 1.69 -0.06 -0.10
C -1.48 -0.41 0.80
C -0.60 0.78 0.73
C -0.54 -0.81 -1.23
C -1.28 -0.39 -2.44
N -1.46 -1.13 -0.22
N 0.31 0.28 -0.57
H 1.71 0.55 3.16
H 2.99 -0.68 1.50
H -0.38 1.40 2.82
H 2.41 -0.12 -0.94
H -1.91 -0.52 1.71
H -1.08 1.62 0.38
H 0.18 -1.73 -1.54
H -1.88 -1.17 -2.89
H -0.60 -0.21 -3.34
H -2.04 0.32 -2.04
H 0.45 1.07 -1.24
*
```

---

C.
Entry from OMol25: C8H11N2 as an isolated structure (ωB97M-V with the def2-TZVPD basis set).

```
! RIJCOSX wB97M-V def2-TZVPD def2/J DEFGRID3
* xyz 1 1
C 0.48 1.92 3.15
C 0.09 -1.09 -1.68
C 0.53 -1.64 -0.33
C -1.32 1.24 -1.71
C 1.29 0.21 1.55
C -1.09 -0.21 -1.23
C 0.11 -0.61 0.74
C -0.58 1.57 -0.41
N -0.56 0.37 -0.03
N 0.75 1.20 2.27
H -0.33 2.45 3.68
H 0.98 -0.56 -2.13
H -0.21 -1.89 -2.26
H -0.03 -2.63 -0.06
H 1.66 -1.69 -0.26
H -0.75 1.59 -2.55
H -2.22 1.73 -1.97
H 1.84 -0.58 2.22
H 1.97 0.74 0.78
H -2.01 -0.85 -1.19
H -0.61 -1.27 1.41
*
```

---

The structure with the least stability is A.